P | C29H28Br2N4O4Ti as an isolated structure, computed with ωB97M-V/def2-TZVPD.

The calculation puts the gap between HOMO and LUMO at 4.88 eV. Its HOMO energy is -12.667 eV.

Structure (ORCA input):
```
! wB97M-V def2-TZVPD RIJCOSX def2/J DEFGRID3
* xyz 2 1
Ti 0.02206 -1.56750 -2.14333
N 0.65211 -1.52246 -0.06147
C 1.99109 -2.03189 0.13744
C 2.54248 -2.30576 1.35622
C 3.86675 -2.78524 1.43018
C 4.60968 -2.97245 0.29905
C 4.05616 -2.69680 -0.97343
C 4.74440 -2.85571 -2.19534
C 4.11171 -2.56372 -3.37880
C 2.78693 -2.11944 -3.35620
N 2.10748 -1.95491 -2.22832
C 2.72963 -2.22972 -1.03952
H -0.03093 -2.11171 0.43476
H 0.54458 -0.59521 0.35869
H 1.96875 -2.15880 2.26350
H 4.29156 -3.00134 2.40062
H 5.62781 -3.33475 0.36146
H 5.76881 -3.20741 -2.18919
H 4.61332 -2.67530 -4.32885
H 2.26469 -1.90120 -4.27994
Br -1.10617 -0.40211 -4.81263
C -0.43286 1.29714 -4.21315
Br 1.12376 0.96252 -3.09391
H -1.16902 1.78334 -3.58827
H -0.10780 1.88353 -5.06284
O -0.98805 -4.14190 0.51542
C -0.99368 -4.34213 -0.66668
C -1.43897 -5.56326 -1.45987
C -1.07639 -5.25801 -2.92875
C -0.55318 -3.86484 -2.83615
O -0.13730 -3.04572 -3.69946
N -0.52538 -3.39502 -1.59225
H -2.51092 -5.69437 -1.31124
H -0.94908 -6.44980 -1.06129
H -1.91804 -5.30364 -3.62010
H -0.29757 -5.90940 -3.32977
C 0.61666 6.51318 2.87896
C -0.63919 5.70556 2.71363
C -1.81222 6.10524 3.34183
C -2.99068 5.38846 3.19878
C -3.00791 4.25488 2.41012
C -1.83592 3.83852 1.78830
N -1.87517 2.67642 0.94999
C -2.07301 1.42052 1.37713
C -2.24975 1.13578 2.75748
C -2.51822 -0.13403 3.18313
C -2.62732 -1.21492 2.28322
C -2.40258 -0.99085 0.95826
C -2.07487 0.30179 0.47795
C -1.72359 0.51410 -0.89307
O -1.62687 1.54055 -1.51543
O -1.37979 -0.65540 -1.62045
C -0.63934 4.54374 1.92800
C 0.62575 4.09208 1.24969
H 0.41644 7.43105 3.42707
H 1.04645 6.78284 1.91246
H 1.37789 5.95489 3.42942
H -1.80365 7.00199 3.94877
H -3.89535 5.72378 3.68787
H -3.92217 3.69494 2.25810
H -1.79921 2.81921 -0.04613
H -2.19733 1.94890 3.46655
H -2.67108 -0.30625 4.24098
H -2.89220 -2.20065 2.63958
H -2.49404 -1.80002 0.24690
H 0.55187 3.06220 0.90187
H 1.47627 4.16359 1.92740
H 0.85174 4.72290 0.38504
*
```

=====

Q | C29H28Br2N4O4Ti as an isolated structure, computed with ωB97M-V/def2-TZVPD.

The calculation puts the gap between HOMO and LUMO at 5.19 eV. Its HOMO energy is -12.592 eV.

Structure (ORCA input):
```
! wB97M-V def2-TZVPD RIJCOSX def2/J DEFGRID3
* xyz 2 1
Ti -1.83703 0.06672 0.92362
N -3.69097 0.76690 1.83410
C -3.36046 1.15007 3.20104
C -4.23541 1.11197 4.24589
C -3.80843 1.48924 5.53802
C -2.52536 1.90020 5.75715
C -1.59695 1.92710 4.69012
C -0.24895 2.33111 4.81986
C 0.58718 2.31193 3.73293
C 0.10164 1.84029 2.50817
N -1.15545 1.45466 2.35307
C -2.01996 1.53319 3.41002
H -4.43591 0.07095 1.82014
H -4.03666 1.57439 1.31203
H -5.26453 0.81118 4.09025
H -4.51895 1.46002 6.35195
H -2.20245 2.20715 6.74313
H 0.11630 2.65794 5.78572
H 1.61696 2.62889 3.80612
H 0.73660 1.77740 1.63171
Br -2.22110 3.78067 -0.08876
C -0.82616 4.55363 -1.18995
Br 0.79290 3.52012 -1.16674
H -0.61744 5.53833 -0.79429
H -1.19926 4.58980 -2.20458
O -1.71207 -1.21723 2.55312
C -1.39217 -2.20354 1.80228
C -0.91532 -3.57665 2.12296
C -0.59466 -4.12689 0.72276
C -0.94424 -3.00977 -0.25991
O -0.81597 -2.97188 -1.44143
N -1.46490 -1.92775 0.51846
H -1.70376 -4.12116 2.64536
H -0.05927 -3.52968 2.79642
H -1.16553 -5.01622 0.46085
H 0.46004 -4.36890 0.59682
C 5.92308 -0.65959 -1.01478
C 4.69005 -1.13125 -1.73693
C 4.72928 -2.33411 -2.43732
C 3.61736 -2.80815 -3.11063
C 2.43817 -2.08353 -3.10944
C 2.39845 -0.86976 -2.43522
N 1.20719 -0.09734 -2.35802
C 0.12369 -0.14579 -3.15103
C 0.23869 -0.47237 -4.52517
C -0.85851 -0.49231 -5.33338
C -2.16278 -0.21168 -4.85097
C -2.32057 0.10653 -3.54656
C -1.19431 0.15322 -2.65950
C -1.47241 0.34337 -1.31724
O -2.67477 0.31536 -0.77000
O -0.55098 0.52881 -0.35789
C 3.50928 -0.38167 -1.73511
C 3.41503 0.94194 -1.02471
H 6.71186 -1.40554 -1.08264
H 5.73326 -0.47678 0.04416
H 6.30934 0.26663 -1.44452
H 5.64781 -2.90625 -2.44801
H 3.65973 -3.75435 -3.63307
H 1.55868 -2.49094 -3.58628
H 1.11997 0.44099 -1.51149
H 1.22124 -0.64318 -4.93798
H -0.72200 -0.70555 -6.38597
H -3.00598 -0.23717 -5.52531
H -3.29602 0.33965 -3.14316
H 3.08009 1.73235 -1.70073
H 4.37240 1.25111 -0.61779
H 2.71134 0.90320 -0.18171
*
```

=====

Quick one: least stable of them? P